# 1
37
Properties=species:S:1:pos:R:3:lowdin_spin:R:1 method="wB97M-V/def2-TZVPD" charge=0 multiplicity=5 homo_ev="-7.3 / -7.7" e_tot_ha=-7607.4620
Co 0.565 -1.106 -0.618 2.59
C -2.191 2.882 -3.498 0.00
C -0.962 2.245 -3.575 0.00
C -0.583 1.332 -2.606 0.00
C -1.451 1.018 -1.561 0.01
C -2.689 1.673 -1.483 0.00
C -3.047 2.601 -2.439 0.00
N -1.045 0.104 -0.572 0.06
N -1.905 -0.211 0.297 0.02
C -1.490 -1.151 1.220 0.02
C -2.297 -1.410 2.333 0.00
C -1.933 -2.412 3.210 0.01
C -0.739 -3.101 3.026 0.00
C 0.104 -2.786 1.958 0.03
C -0.283 -1.863 1.002 0.07
H -2.483 3.597 -4.256 0.00
H -0.287 2.459 -4.393 0.00
H 0.381 0.841 -2.662 0.00
H -3.342 1.429 -0.660 0.00
H -3.999 3.109 -2.355 0.00
H -3.184 -0.807 2.488 0.00
H -2.573 -2.655 4.048 0.00
H -0.466 -3.895 3.711 0.00
H 1.055 -3.299 1.870 0.01
Se 3.989 -3.255 0.314 0.63
Te 4.487 -3.301 -2.033 0.35
Te 3.049 -1.253 -3.098 0.04
Se 0.762 -2.151 -2.688 0.10
N 3.291 1.315 2.988 0.00
N 2.685 1.182 1.775 0.00
N 2.472 2.199 0.973 0.00
C 1.969 1.598 -0.090 0.01
N 1.899 0.268 0.085 0.04
N 2.358 0.025 1.294 0.01
H 3.044 2.182 3.439 0.00
H 3.170 0.478 3.538 0.00
H 1.670 2.120 -0.981 0.00

***

# 2
28
Properties=species:S:1:pos:R:3:lowdin_charge:R:1 method="wB97M-V/def2-TZVPD" charge=+1 multiplicity=1 homo_ev=-12.9 smiles="O=C(O)c1cc[n+](Cc2ccccc2)cc1" e_tot_ha=-707.5902
O 4.701 2.092 0.420 0.19
C 4.312 1.036 0.064 -0.49
O 5.123 -0.011 0.022 0.18
C 2.857 0.876 -0.278 -0.06
C 2.332 -0.270 -0.864 0.06
C 0.989 -0.315 -1.178 0.03
N 0.186 0.729 -0.923 -0.02
C -1.270 0.583 -1.235 -0.04
C -1.949 -0.262 -0.179 -0.23
C -2.567 -1.457 -0.528 -0.03
C -3.187 -2.211 0.463 -0.06
C -3.189 -1.778 1.780 -0.06
C -2.572 -0.581 2.136 -0.05
C -1.959 0.175 1.143 -0.04
C 0.675 1.842 -0.363 0.03
C 2.010 1.937 -0.034 0.07
H 4.683 -0.833 -0.220 0.11
H 2.930 -1.132 -1.103 0.13
H 0.555 -1.195 -1.619 0.16
H -1.710 1.569 -1.305 0.14
H -1.310 0.077 -2.190 0.13
H -2.583 -1.787 -1.555 0.11
H -3.687 -3.136 0.227 0.11
H -3.678 -2.358 2.547 0.11
H -2.580 -0.221 3.150 0.11
H -1.508 1.121 1.412 0.11
H 0.004 2.665 -0.194 0.15
H 2.393 2.843 0.404 0.14

***

# 3
26
Properties=species:S:1:pos:R:3:lowdin_charge:R:1 method="wB97M-V/def2-TZVPD" charge=0 multiplicity=1 homo_ev=-8.9 smiles=OC(c1ccccc1)c1ccccc1 e_tot_ha=-577.7301
C -0.582 -1.004 0.707 -0.32
C 0.688 -1.162 -0.077 -0.20
C 1.830 -1.194 0.716 -0.05
C 3.113 -1.472 0.181 -0.05
C 3.248 -1.630 -1.244 -0.11
C 2.146 -1.431 -2.032 -0.09
C 0.846 -1.128 -1.464 -0.01
C -1.215 0.399 0.470 -0.16
C -0.564 1.513 1.023 0.00
C -1.155 2.739 0.652 -0.12
C -2.235 2.993 -0.057 -0.11
C -2.899 1.841 -0.570 -0.10
C -2.391 0.608 -0.307 -0.08
H -1.016 -0.661 2.584 0.18
H -1.267 -1.878 0.446 0.17
H 1.745 -1.332 1.759 0.09
H 3.965 -1.731 0.884 0.12
H 4.226 -1.983 -1.637 0.11
H 2.170 -1.625 -3.126 0.11
H -0.104 -1.025 -1.960 0.10
H 0.228 1.367 1.731 0.11
H -0.978 3.631 1.299 0.12
H -2.752 3.935 -0.126 0.10
H -4.024 1.806 -0.978 0.15
H -2.731 -0.307 -0.949 0.14
O -0.293 -1.269 2.076 -0.10

***

# 4
28
Properties=species:S:1:pos:R:3:lowdin_charge:R:1 method="wB97M-V/def2-TZVPD" charge=0 multiplicity=1 homo_ev=-8.9 smiles="O=C1C=CC(=O)c2c(CCCS)cccc21" e_tot_ha=-1051.2336
O -1.101 -3.228 2.999 0.11
C -0.458 -2.763 2.083 -0.34
C 0.923 -3.227 1.790 0.03
C 1.765 -2.439 1.124 0.03
C 1.338 -1.073 0.708 -0.31
O 2.145 -0.170 0.652 0.10
C -0.123 -0.896 0.439 -0.03
C -0.627 0.057 -0.455 -0.14
C 0.252 0.932 -1.313 -0.18
C 0.115 2.411 -0.958 -0.25
C 1.129 3.356 -1.619 -0.56
S 2.801 2.714 -1.892 0.71
C -2.011 0.167 -0.567 -0.02
C -2.876 -0.620 0.178 -0.05
C -2.370 -1.565 1.057 0.00
C -0.999 -1.711 1.172 -0.09
H 1.213 -4.189 2.194 0.12
H 2.797 -2.718 0.951 0.12
H -0.029 0.771 -2.358 0.13
H 1.284 0.626 -1.208 0.06
H 0.153 2.528 0.127 0.12
H -0.881 2.744 -1.263 0.11
H 1.214 4.258 -1.015 0.06
H 0.766 3.673 -2.597 0.07
H 2.964 2.178 -0.677 -0.14
H -2.424 0.881 -1.270 0.12
H -3.945 -0.505 0.064 0.11
H -3.016 -2.194 1.654 0.12

***

# 5
49
Properties=species:S:1:pos:R:3:lowdin_charge:R:1 method="wB97M-V/def2-TZVPD" charge=+1 multiplicity=1 homo_ev=-9.5 e_tot_ha=-10948.3335
C -0.852 0.017 2.612 -0.30
C 0.456 -0.631 2.437 -0.82
Br 0.948 -1.734 3.871 0.84
C 1.234 -0.518 1.347 -0.63
Br 2.944 -1.348 1.316 0.87
C 0.922 0.143 0.068 -0.16
C 0.776 -0.630 -1.064 -0.17
C 0.836 -2.141 -1.136 -0.09
C -0.528 -2.740 -1.271 -0.44
O -0.723 -3.914 -1.070 -0.21
C 0.526 -0.026 -2.323 -0.07
C 0.408 1.323 -2.552 -0.24
P 0.056 1.760 -4.319 0.84
O 1.175 0.817 -5.048 -0.28
O 0.607 3.264 -4.496 -0.29
C 0.536 2.141 -1.403 -0.33
N 0.478 3.484 -1.347 -0.27
S 0.675 3.879 0.184 1.08
N 0.889 2.461 0.836 -0.25
C 0.784 1.542 -0.131 -0.28
H -0.877 1.154 2.405 0.01
H -1.599 -0.513 1.986 0.00
H -1.168 -0.083 3.641 0.05
H 1.405 -2.606 -0.345 0.08
H 1.318 -2.359 -2.091 0.15
H -1.327 -2.027 -1.584 0.07
H 0.413 -0.684 -3.177 0.10
H 2.074 1.016 -4.748 0.07
H 1.298 3.489 -3.855 -0.02
Na -2.096 -2.671 -3.240 0.71
Cl -2.022 -2.404 0.945 -0.23
C -1.280 -3.250 7.740 -0.68
O -2.012 -3.951 8.408 0.04
N -0.830 -3.636 6.499 0.14
N -0.844 -2.022 8.158 0.15
H -0.228 -3.078 5.926 0.00
H -1.132 -4.532 6.167 0.10
H -1.154 -1.710 9.060 0.10
H -0.240 -1.432 7.619 0.09
Cl 0.244 2.046 3.725 0.26
C 2.733 6.807 -3.737 -2.04
Cl 2.669 8.346 -2.884 0.55
Cl 1.886 6.935 -5.274 0.55
Cl 4.414 6.349 -4.018 0.53
Cl 1.946 5.561 -2.742 0.54
Cs -2.678 -4.786 0.603 1.07
O -5.273 -1.807 -8.561 -0.52
V -4.521 -2.301 -7.207 1.05
O -3.737 -2.818 -5.790 -0.71

***

# 6
44
Properties=species:S:1:pos:R:3:lowdin_charge:R:1 method="wB97M-V/def2-TZVPD" charge=0 multiplicity=1 homo_ev=-10.6 smiles="CC(=O)OC[C@H](C#N)[C@H](C#N)CC(=O)Cl.ClC(Cl)Cl.ClC(Cl)Cl.ClC(Cl)Cl.ClC(Cl)Cl" e_tot_ha=-6820.8632
C 1.018 0.452 1.644 0.01
C -0.470 0.290 1.526 -0.51
O -1.103 -0.453 2.222 0.08
O -1.041 1.081 0.565 -0.03
C -2.110 0.469 -0.152 -0.16
C -3.175 1.515 -0.519 -0.22
C -2.502 2.730 -1.013 -0.21
N -1.993 3.742 -1.200 0.19
C -4.205 1.900 0.578 -0.24
C -3.606 2.011 1.912 -0.20
N -3.142 2.101 2.956 0.22
C -5.495 1.020 0.561 -0.10
C -5.691 0.025 1.687 -0.79
O -6.701 -0.021 2.307 0.07
Cl -4.402 -1.123 2.043 0.76
H 1.410 -0.287 2.330 0.03
H 1.235 1.441 2.059 0.10
H 1.504 0.407 0.667 0.02
H -2.535 -0.382 0.372 0.08
H -1.699 0.100 -1.096 0.10
H -3.726 1.097 -1.365 0.15
H -4.537 2.911 0.335 0.15
H -5.573 0.533 -0.411 0.13
H -6.346 1.692 0.644 0.13
C 2.543 -3.561 2.020 -1.53
Cl 3.577 -2.137 2.185 0.51
Cl 0.940 -3.232 2.677 0.56
Cl 2.421 -4.084 0.339 0.52
H 2.989 -4.365 2.591 0.00
C 3.547 1.131 -1.700 -1.56
Cl 3.953 2.055 -0.253 0.55
Cl 4.919 1.069 -2.806 0.53
Cl 3.021 -0.502 -1.273 0.52
H 2.731 1.629 -2.203 -0.08
C 0.162 1.981 -4.367 -1.51
Cl -0.821 0.918 -5.372 0.54
Cl 0.169 1.426 -2.690 0.60
Cl 1.811 2.089 -4.984 0.55
H -0.275 2.970 -4.388 0.02
C 6.738 -4.082 0.331 -1.53
Cl 6.152 -4.741 1.863 0.52
Cl 6.877 -5.361 -0.876 0.53
Cl 5.704 -2.780 -0.253 0.49
H 7.725 -3.676 0.504 0.01

***

# 7
42
Properties=species:S:1:pos:R:3:lowdin_spin:R:1 method="wB97M-V/def2-TZVPD" charge=+1 multiplicity=3 homo_ev="-11.9 / -12.7" e_tot_ha=-2791.4111
Au 0.170 0.104 -0.630 0.62
Cl 3.373 5.898 1.546 0.10
C 2.889 4.316 1.174 0.25
C 3.973 3.378 1.225 -0.03
C 3.837 2.012 0.931 0.18
I 5.467 0.662 0.973 0.04
C 2.500 1.545 0.509 0.10
O 2.314 0.374 0.113 0.32
C 1.440 2.525 0.468 0.08
N 0.247 2.067 0.031 0.08
C -0.870 2.829 0.118 0.02
C -0.799 4.129 0.598 0.00
C 0.393 4.699 0.803 0.02
C 1.566 3.870 0.776 0.02
H 4.876 3.809 1.656 0.00
H -1.871 2.360 -0.165 0.00
H -1.766 4.735 0.754 0.00
H 0.522 5.703 1.085 0.00
C -2.399 -2.194 -3.292 0.00
C -2.273 -2.530 -1.870 0.00
O -3.249 -3.537 -1.551 0.00
P -2.651 -1.246 -0.663 0.01
O -4.204 -1.056 -0.637 0.01
O -2.233 -1.860 0.751 0.00
O -2.023 0.112 -0.919 0.12
P -0.556 -3.027 -1.635 0.01
O -0.657 -3.641 -0.144 0.00
O -0.334 -4.198 -2.534 0.01
O 0.225 -1.763 -1.436 0.04
H -3.361 -1.744 -3.571 0.00
H -2.357 -3.144 -3.901 0.00
H -1.664 -1.507 -3.663 0.00
H -3.102 -4.364 -1.977 0.00
H -4.672 -1.797 -1.028 0.00
H -1.773 -2.718 0.777 0.00
H -0.527 -4.602 -0.168 0.00
C 1.917 -2.089 2.615 0.00
C 0.962 -0.959 2.568 0.00
N 0.259 -0.039 2.417 0.00
H 2.698 -1.919 3.369 0.00
H 2.424 -2.264 1.640 0.00
H 1.289 -2.931 2.886 0.00